Below is a molecular structure, C31H45CoN4O3PS2, with properties calculated with wB97M-V/def2-TZVPD.

Cartesian coordinates (Å):
Co  0.56  0.66  0.98
O  0.47  0.37  3.07
S  0.43  -0.35  4.38
C  2.07  -1.13  4.64
C  2.88  -1.31  3.36
C  2.41  -2.45  2.46
C  3.05  -2.32  1.08
S  1.81  -2.02  -0.22
O  0.63  -1.37  0.49
C  1.27  -3.70  -0.44
C  2.00  -4.52  -1.28
C  1.61  -5.84  -1.46
C  0.48  -6.32  -0.80
C  -0.25  -5.49  0.03
C  0.13  -4.17  0.21
C  -0.60  -1.79  4.10
C  -0.67  -2.80  5.06
C  -1.55  -3.85  4.87
C  -2.37  -3.88  3.75
C  -2.32  -2.85  2.82
C  -1.43  -1.80  3.00
H  1.90  -2.07  5.16
H  2.58  -0.45  5.32
H  3.93  -1.46  3.65
H  2.85  -0.37  2.80
H  1.33  -2.40  2.36
H  2.64  -3.42  2.90
H  3.62  -3.19  0.75
H  3.69  -1.44  1.01
H  2.87  -4.13  -1.80
H  2.17  -6.49  -2.11
H  0.17  -7.35  -0.95
H  -1.13  -5.86  0.53
H  -0.43  -3.49  0.84
H  -0.05  -2.77  5.94
H  -1.60  -4.65  5.60
H  -3.07  -4.70  3.61
H  -2.97  -2.86  1.96
H  -1.38  -0.99  2.27
C  -3.48  0.67  -0.93
C  -3.06  2.07  -1.41
C  -3.68  2.33  -2.79
C  -3.67  3.05  -0.41
P  -1.17  2.21  -1.27
N  -0.75  1.55  0.06
C  -0.39  1.36  -2.79
C  -1.06  -0.02  -2.95
C  1.09  1.08  -2.53
C  -0.50  2.10  -4.13
C  -0.70  4.04  -1.32
C  -0.92  4.63  0.09
C  -1.43  4.91  -2.35
C  0.80  4.13  -1.60
H  -4.54  0.69  -0.69
H  -2.92  0.39  -0.04
H  -3.34  -0.10  -1.69
H  -4.76  2.32  -2.68
H  -3.41  1.56  -3.51
H  -3.40  3.30  -3.20
H  -4.74  2.84  -0.33
H  -3.58  4.09  -0.72
H  -3.23  2.94  0.58
H  -1.07  -0.56  -2.00
H  -0.49  -0.60  -3.67
H  -2.08  0.05  -3.33
H  1.27  0.70  -1.52
H  1.73  1.95  -2.68
H  1.43  0.30  -3.22
H  -1.52  2.37  -4.39
H  -0.11  1.46  -4.92
H  0.10  3.01  -4.13
H  -1.95  4.92  0.26
H  -0.30  5.52  0.19
H  -0.62  3.91  0.85
H  -2.50  5.00  -2.14
H  -1.31  4.56  -3.37
H  -1.01  5.92  -2.30
H  1.38  3.48  -0.93
H  1.13  5.15  -1.42
H  1.05  3.89  -2.63
O  2.54  0.79  0.70
N  3.07  1.94  0.43
C  4.19  1.86  -0.22
C  4.75  0.60  -0.61
N  5.17  -0.43  -0.89
C  4.86  3.07  -0.57
N  5.42  4.03  -0.85

## Properties
ΔE to the lowest compared entry with this formula, charge and spin in eV: 0.000
Kohn-Sham gap (alpha / beta) in eV: 7.514 / 7.453
HOMO (alpha / beta) in eV: -7.346 / -7.289
2S+1: 4
LUMO energy (alpha / beta) in eV: 0.17 / 0.16


Below is a molecular structure, C31H45N3O4S2Si2TeV, with properties calculated with wB97M-V/def2-TZVPD.

Cartesian coordinates (Å):
V  -0.17  -0.09  -0.77
C  0.28  -0.62  3.96
N  0.52  0.17  2.76
C  1.74  -0.21  2.09
C  1.72  -1.59  1.48
N  0.64  -1.88  0.46
C  -0.48  -2.57  1.12
C  1.28  -2.70  -0.59
C  1.18  -4.08  -0.61
C  1.85  -4.80  -1.60
C  2.61  -4.13  -2.55
C  2.69  -2.74  -2.52
C  2.03  -2.01  -1.54
S  2.06  -0.23  -1.54
C  0.39  1.57  3.03
C  1.52  2.38  3.14
C  1.41  3.74  3.40
C  0.15  4.29  3.58
C  -0.98  3.48  3.48
C  -0.90  2.11  3.20
S  -2.36  1.16  3.04
H  1.11  -0.53  4.67
H  0.15  -1.68  3.73
H  -0.64  -0.28  4.43
H  2.61  -0.21  2.77
H  1.95  0.52  1.31
H  1.65  -2.36  2.25
H  2.68  -1.72  0.98
H  -1.21  -2.89  0.37
H  -0.95  -1.87  1.81
H  -0.13  -3.44  1.69
H  0.59  -4.60  0.12
H  1.76  -5.88  -1.62
H  3.13  -4.68  -3.31
H  3.27  -2.21  -3.26
H  2.50  1.95  3.01
H  2.30  4.35  3.48
H  0.04  5.34  3.79
H  -1.97  3.91  3.60
O  -1.29  -1.60  -4.36
C  -1.00  -0.87  -3.30
O  -0.86  -1.39  -2.17
C  -0.87  0.56  -3.42
C  -0.98  1.38  -4.52
C  -0.77  2.75  -4.37
C  -0.45  3.27  -3.10
C  -0.35  2.43  -2.03
N  -0.58  1.08  -2.17
C  0.00  2.68  -0.61
O  0.20  3.86  -0.08
O  0.05  1.69  0.12
H  -1.31  -2.53  -4.09
H  -1.21  0.96  -5.48
H  -0.86  3.41  -5.22
H  -0.26  4.33  -2.98
H  0.11  4.57  -0.73
C  -3.03  -3.65  2.48
Si  -4.15  -2.86  1.21
C  -3.78  -3.58  -0.47
C  -5.90  -3.30  1.66
C  -4.08  -1.00  1.29
Te  -2.72  0.24  0.23
C  -3.85  -0.24  -1.64
Si  -5.14  1.06  -1.93
C  -6.24  1.27  -0.46
C  -4.28  2.68  -2.28
C  -6.18  0.60  -3.41
H  -3.60  -4.38  3.05
H  -2.63  -2.92  3.19
H  -2.19  -4.18  2.02
H  -3.63  -4.66  -0.38
H  -2.88  -3.15  -0.92
H  -4.61  -3.42  -1.17
H  -6.03  -4.39  1.67
H  -6.62  -2.88  0.95
H  -6.15  -2.92  2.65
H  -3.96  -0.71  2.34
H  -5.04  -0.61  0.95
H  -4.29  -1.24  -1.54
H  -3.17  -0.28  -2.49
H  -5.67  1.53  0.44
H  -6.81  0.35  -0.25
H  -6.96  2.07  -0.63
H  -3.60  2.92  -1.46
H  -5.00  3.50  -2.37
H  -3.71  2.63  -3.21
H  -6.73  -0.32  -3.22
H  -5.56  0.46  -4.30
H  -6.91  1.39  -3.63

## Properties
ΔE to the lowest compared entry with this formula, charge and spin in eV: 0.665
Kohn-Sham gap (alpha / beta) in eV: 4.597 / 4.526
HOMO (alpha / beta) in eV: -5.944 / -5.932
2S+1: 2
LUMO energy (alpha / beta) in eV: -1.35 / -1.41


| no. | maximum force (eV Å⁻¹) |
| --- | --- |
| 1 | 0.36 |
| 2 | 1.87 |